--- A ---
Below is 2 unconnected molecules or ions with the total composition C10H14NO2, with properties calculated with ωB97M-V/def2-TZVPD.

Computed properties:
E_LUMO, eV: -4.08
HOMO, eV: -13.13
Orbital gap, eV: 9.1

```
! RIJCOSX wB97M-V def2-TZVPD def2/J DEFGRID3
* xyz 1 1
H -0.64 2.76 2.25
H 1.00 1.70 -2.02
C -1.04 -0.41 3.19
H 1.17 -0.30 -3.26
H -1.23 -0.95 4.02
C 0.21 -0.52 -2.92
C -0.66 1.76 2.25
H -0.02 3.07 -0.05
H 1.33 0.81 -0.53
H -1.21 -2.09 1.79
C -0.54 1.17 0.98
H -1.39 2.09 -0.98
O -0.93 -2.04 -0.80
C 0.54 1.13 -1.12
C -0.43 1.96 -0.31
C -0.99 -0.95 1.94
O 1.69 -1.98 -0.02
H 2.59 -1.98 -0.16
H -0.55 -0.29 -3.70
H -1.09 -2.53 0.03
H -1.12 1.36 4.28
N -0.17 -0.06 -1.55
H 1.29 -2.70 -0.59
C -0.62 -0.78 -0.52
C -0.74 -0.19 0.83
C -0.97 0.99 3.33
H 0.02 -1.55 -2.89
*
```

---

--- B ---
Below is a gas-phase ion, C10H14NO2 (charge +1), with properties calculated with ωB97M-V/def2-TZVPD.

Computed properties:
E_LUMO, eV: -2.84
HOMO, eV: -13.03
Orbital gap, eV: 10.2
SMILES string: COC1(OC)[NH2+]Cc2ccccc21

```
! RIJCOSX wB97M-V def2-TZVPD def2/J DEFGRID3
* xyz 1 1
C -1.30 1.65 -0.22
C 0.77 0.25 -0.30
H 0.96 -1.63 -1.54
H -3.17 2.65 -0.29
C -2.83 -0.70 -0.38
H -0.67 2.48 -0.05
H 3.63 0.65 -1.75
C -1.42 -0.79 -0.27
C -3.39 0.53 -0.44
O 1.43 0.64 -1.41
O 1.27 0.56 0.85
H 3.06 1.26 -0.19
H 1.62 -0.45 2.53
C -0.53 -1.98 -0.09
H 2.86 2.24 -1.56
H -4.51 0.56 -0.53
C -0.76 0.41 -0.29
C -2.66 1.73 -0.24
H -0.88 -2.65 -0.90
N 0.77 -1.47 -0.53
H -3.49 -1.64 -0.25
H 1.54 -1.86 0.02
H 0.49 1.04 2.58
C 2.79 1.18 -1.23
H -0.68 -2.43 0.91
H 0.02 -0.49 1.88
C 0.78 0.11 2.09
*
```

---

It turns out A is the most stable, with the second structure 0.987 eV higher.

---

--- A ---
Below is a molecular structure, C2H3N2O, with properties calculated with ωB97M-V/def2-TZVPD.

Computed properties:
E_LUMO, eV: -5.84
HOMO, eV: -19.76
Orbital gap, eV: 13.9

```
! RIJCOSX wB97M-V def2-TZVPD def2/J DEFGRID3
* xyz 1 1
N 2.18 -0.02 -1.28
C -0.88 0.39 -0.05
O 0.41 -1.04 1.72
C 0.10 -0.43 0.82
H -0.35 1.20 -0.68
N 1.51 -0.39 -0.48
H -1.32 -0.27 -0.78
H -1.64 0.54 0.73
*
```

---

--- B ---
Below is a gas-phase ion, C2H3N2O (charge +1), with properties calculated with ωB97M-V/def2-TZVPD.

Computed properties:
E_LUMO (alpha / beta), eV: -8.20 / -9.88
HOMO (alpha / beta), eV: -18.32 / -16.50
Orbital gap (alpha / beta), eV: 10.1 / 6.6

```
! RIJCOSX wB97M-V def2-TZVPD def2/J DEFGRID3
* xyz 1 1
C 1.16 -0.28 0.09
H -0.70 1.83 0.05
H 1.99 -1.17 -0.06
N 1.62 0.79 0.06
H -1.86 -0.87 -0.18
C -1.06 -0.25 -0.02
O 0.02 -1.01 0.02
N -1.19 0.96 0.04
*
```

---

It turns out A is the most stable, with the second structure 4.761 eV higher.

---

--- A ---
Below is C6H13N3 in the gas phase, with properties calculated with ωB97M-V/def2-TZVPD.

Computed properties:
E_LUMO, eV: 0.78
HOMO, eV: -9.33
Orbital gap, eV: 10.1
SMILES string: [H]/N=C1/[C@@H](C(C)(C)C)N1N

```
! RIJCOSX wB97M-V def2-TZVPD def2/J DEFGRID3
* xyz 0 1
H 0.31 1.45 -1.42
H 0.40 -1.03 -1.94
H 1.72 -1.32 1.55
N -2.44 -1.67 -0.76
C 1.81 -0.32 1.13
H 0.84 2.04 0.16
H 2.83 -0.18 0.78
H -2.72 1.12 1.53
H 1.63 0.41 1.93
H -3.29 -1.35 -1.23
N -2.45 1.46 0.60
C 1.00 1.28 -0.60
C 1.09 -1.17 -1.11
N -1.60 0.58 -0.07
C 0.83 -0.12 -0.03
H 0.96 -2.17 -0.72
H -0.69 -0.54 1.64
C -0.62 -0.39 0.57
H 2.01 1.40 -1.00
H -1.98 2.36 0.70
C -1.77 -0.77 -0.23
H 2.11 -1.07 -1.49
*
```

---

--- B ---
Below is a molecular structure, C6H13N3, with properties calculated with ωB97M-V/def2-TZVPD.

Computed properties:
E_LUMO, eV: 1.00
HOMO, eV: -8.17
Orbital gap, eV: 9.2

```
! RIJCOSX wB97M-V def2-TZVPD def2/J DEFGRID3
* xyz 0 1
H -1.11 2.44 -1.55
C 0.11 0.51 -1.10
N 1.96 0.33 1.81
H -2.11 0.52 -0.60
H 2.05 1.57 0.07
H 0.41 2.83 -0.48
H 0.89 -1.50 2.19
C -1.20 -0.23 -0.77
H 0.50 -2.66 0.57
C -0.50 1.98 -0.65
H 2.77 0.83 2.39
C 0.18 -1.97 1.28
C 1.84 0.66 0.61
H 0.41 0.66 -2.28
N -1.21 -1.51 -1.55
H -1.12 1.65 0.36
H -1.93 -2.12 -1.10
N 0.78 0.05 -0.14
C -0.26 -0.63 0.56
H -1.17 -1.22 -2.59
H -0.67 0.20 1.37
H -0.62 -2.37 1.61
*
```

---

--- C ---
Below is 2 unconnected molecules or ions with the total composition C6H13N3, with properties calculated with ωB97M-V/def2-TZVPD.

Computed properties:
E_LUMO, eV: 0.90
HOMO, eV: -8.29
Orbital gap, eV: 9.2

```
! RIJCOSX wB97M-V def2-TZVPD def2/J DEFGRID3
* xyz 0 1
H -0.61 -3.89 0.10
H 0.39 -2.92 0.37
N -2.54 -2.46 -0.32
H 1.53 3.84 -0.95
C 0.14 2.09 0.83
H 0.61 -0.84 1.27
C 0.44 -0.33 -0.15
C 1.58 2.04 0.32
H 1.14 -0.75 -0.84
H -0.21 1.98 1.66
H -0.31 3.05 0.53
H -2.93 -2.70 0.45
C 0.39 1.26 -0.33
H 2.90 3.50 0.48
H 2.83 2.68 -1.47
C 2.30 3.14 -0.42
H 2.40 1.65 1.27
H -3.08 -1.75 -0.31
C -1.25 -1.98 -0.09
N -0.41 -2.95 0.27
N -0.86 -0.71 -0.25
H 0.37 1.66 -1.36
*
```

---

--- D ---
Below is 2 unconnected molecules or ions with the total composition C6H13N3, with properties calculated with ωB97M-V/def2-TZVPD.

Computed properties:
E_LUMO, eV: 0.79
HOMO, eV: -9.04
Orbital gap, eV: 9.8
SMILES string: [H]/N=C(/C)C=C.[H]/N=C(\C)N

```
! RIJCOSX wB97M-V def2-TZVPD def2/J DEFGRID3
* xyz 0 1
H 2.59 1.34 -1.48
H 1.17 1.54 -0.45
N 1.08 -1.13 -0.99
H -2.42 -1.84 0.68
C -2.57 -0.05 -0.42
C -0.90 0.19 1.49
N 2.94 -1.07 0.31
H 2.79 1.44 0.28
H -3.07 0.45 -1.24
C -1.52 0.73 0.24
H -0.32 -0.70 1.25
H 0.39 -0.58 -1.48
H 2.94 -2.08 0.23
H -3.67 -1.83 -0.65
C 2.15 1.07 -0.52
N -1.09 1.84 -0.20
H -1.54 2.16 -1.06
H -1.66 -0.07 2.22
H -0.23 0.94 1.91
C 2.00 -0.43 -0.45
H 3.83 -0.63 0.45
C -2.90 -1.30 -0.11
*
```

---

It turns out D is the most stable, with the second structure 1.951 eV higher.

---

--- A ---
Below is C6H13N3 in the gas phase, with properties calculated with ωB97M-V/def2-TZVPD.

Computed properties:
E_LUMO, eV: 0.97
HOMO, eV: -7.28
Orbital gap, eV: 8.3
SMILES string: CC(C)=CN/C(N)=C\N

```
! RIJCOSX wB97M-V def2-TZVPD def2/J DEFGRID3
* xyz 0 1
C 1.32 0.42 0.38
C 1.20 -0.88 0.01
H 0.70 -1.53 1.99
H 0.39 -1.93 -1.71
H -1.24 2.19 2.15
H 0.65 1.37 -1.30
N 0.75 1.56 -0.31
N -0.64 2.42 1.38
H -0.66 -1.16 0.83
H 0.24 2.83 1.65
C 1.25 -1.33 -1.43
H -1.49 0.54 -1.93
C -0.52 1.48 0.37
H -2.41 0.66 0.69
H -2.42 -0.67 -1.25
H 2.12 -1.97 -1.57
H 1.32 -0.50 -2.13
C 0.48 -1.74 0.95
H 0.60 -2.81 0.78
C -1.47 0.49 0.16
N -1.60 -0.08 -1.14
H 1.42 0.63 1.44
*
```

---

--- B ---
Below is 2 unconnected molecules or ions with the total composition C6H13N3, with properties calculated with ωB97M-V/def2-TZVPD.

Computed properties:
E_LUMO, eV: 0.39
HOMO, eV: -7.10
Orbital gap, eV: 7.5

```
! RIJCOSX wB97M-V def2-TZVPD def2/J DEFGRID3
* xyz 0 1
H -1.31 -0.49 1.71
H 0.89 -1.54 0.99
H 0.78 -1.41 2.74
C -1.05 0.32 -0.45
H 0.92 0.37 -2.73
N -0.75 -1.77 -1.56
C 0.82 -0.82 1.81
C -0.69 1.78 -0.29
H 1.74 -0.24 1.82
N 1.54 2.11 0.87
C 0.43 1.72 0.67
C 1.00 -0.15 -1.77
H -0.52 0.72 2.55
H -1.55 2.29 0.17
N -0.35 -0.45 -1.29
H -2.08 0.01 -0.33
H 1.56 -1.07 -1.90
H -1.77 -1.83 -1.50
H 1.56 0.48 -1.08
H -0.44 2.28 -1.23
C -0.38 0.10 1.66
H -0.34 -2.40 -0.87
*
```

---

It turns out A is the most stable, with the second structure 1.877 eV higher.

---

--- A ---
Below is a molecular structure, C11H21N2O2, with properties calculated with ωB97M-V/def2-TZVPD.

Computed properties:
E_LUMO, eV: -3.75
HOMO, eV: -13.67
Orbital gap, eV: 9.9

```
! RIJCOSX wB97M-V def2-TZVPD def2/J DEFGRID3
* xyz 1 1
C 1.93 -1.29 0.95
H 2.33 -2.29 0.94
H 0.87 -1.49 0.73
C 1.58 1.69 1.57
H -4.44 0.49 -0.64
N -1.57 0.41 0.67
H 4.36 0.64 -0.53
H -2.86 -0.95 2.31
H -3.20 0.20 -1.81
H -1.84 -2.28 0.61
H -1.19 1.62 -4.66
H 4.13 0.38 1.20
H 1.97 -0.98 1.99
O 1.85 2.13 2.61
C -2.19 -1.71 -0.30
C 0.58 1.67 0.27
H -0.92 0.77 -3.05
H -1.46 -1.53 -1.11
C -3.39 0.48 -0.79
H 1.16 -0.37 -1.94
H -4.07 -1.58 1.51
H 2.93 0.07 -2.08
H -2.97 1.43 -0.61
O -0.69 1.75 -3.73
H -4.20 0.06 1.76
C -0.52 0.89 0.49
H 2.41 -1.63 -1.68
N 1.87 1.12 0.47
C -3.50 -0.71 1.50
C 2.52 -0.18 -0.02
H -3.08 -2.18 -0.70
C -2.67 -0.45 0.25
H 4.52 -0.87 0.17
C 2.23 -0.53 -1.50
C 3.94 0.01 0.22
H 0.46 2.57 -0.17
*
```

---

--- B ---
Below is a gas-phase ion, C11H21N2O2 (charge +1), with properties calculated with ωB97M-V/def2-TZVPD.

Computed properties:
E_LUMO, eV: -3.23
HOMO, eV: -11.24
Orbital gap, eV: 8.0
SMILES string: [H]/N=C1\C[NH2+]CC/C(=C(/O)OC(C)(C)C)C1

```
! RIJCOSX wB97M-V def2-TZVPD def2/J DEFGRID3
* xyz 1 1
H 0.09 -1.86 1.99
C 0.65 0.33 -0.35
H -0.63 3.46 1.26
H 1.37 -2.88 -0.17
O 1.34 0.57 -1.48
H 2.04 -0.06 -1.38
H -0.31 -0.27 1.91
N -2.07 -2.95 0.71
C 0.87 2.69 -0.07
H -0.51 -4.89 -2.53
H -2.36 -2.39 -1.46
H 2.91 2.15 -0.87
O 0.40 1.38 0.36
C 0.06 3.00 -1.25
H -2.38 -0.96 0.40
N 0.04 -4.08 -2.24
H -1.52 -3.62 1.18
C 2.50 2.75 -0.10
C -1.92 -1.49 1.14
H -2.35 -1.42 2.11
H -2.50 -4.02 -0.94
C 0.46 3.57 1.17
H 2.84 3.80 -0.15
H 0.22 2.35 -2.19
C 0.39 -0.94 0.08
H 0.23 3.96 -1.57
C -0.44 -1.13 1.29
H 1.30 -2.15 -1.63
H 2.94 2.38 0.91
H -3.00 -3.19 1.07
H 0.75 4.57 0.94
H 0.93 3.11 2.11
C -1.89 -3.16 -0.82
C -0.41 -3.37 -1.29
C 0.67 -2.29 -0.75
H -0.98 2.88 -0.91
*
```

---

It turns out B is the most stable, with the second structure 1.961 eV higher.

---

--- A ---
Below is a molecular structure, C20H60O10S10, with properties calculated with ωB97M-V/def2-TZVPD.

Computed properties:
E_LUMO, eV: 0.11
HOMO, eV: -7.43
Orbital gap, eV: 7.5

```
! RIJCOSX wB97M-V def2-TZVPD def2/J DEFGRID3
* xyz 0 1
H -1.79 -1.25 -2.80
S 3.04 1.54 2.69
H 2.73 -1.59 0.66
O 0.57 3.46 4.27
H 2.54 3.94 2.41
S -1.77 -3.42 -1.32
S 3.22 -2.68 2.70
H 2.78 0.23 0.13
H -2.00 -3.97 2.58
H -3.50 -2.05 -2.55
C 2.54 0.53 -3.12
C -0.87 1.64 3.03
H -6.85 -0.38 -2.19
H 0.77 1.58 0.69
H -3.40 -1.75 -0.83
H 6.25 1.82 -0.05
H 3.41 0.67 -2.48
O -0.72 -2.33 -1.01
H -4.43 -1.04 -1.37
H -2.01 3.55 6.20
H -2.74 -0.75 0.40
H 0.73 0.50 2.13
H 1.10 2.91 2.70
C 2.48 -1.34 1.69
H -3.37 0.01 -0.34
H -0.18 1.90 2.23
H -1.21 1.94 6.08
H -0.60 -0.83 -2.23
C -3.36 -2.54 -1.58
H -2.27 -4.62 -3.45
H 6.61 1.64 1.69
H -7.06 1.25 -2.94
H 4.14 1.21 -0.72
H 5.54 -3.19 2.72
C 6.45 1.11 0.75
H 1.86 2.90 1.09
O 5.37 -1.33 -0.14
H -1.81 -0.42 -0.97
S -3.04 -1.76 2.71
C -0.79 -0.24 -1.34
H -3.42 -0.97 -7.09
H -1.65 -3.13 1.21
H 7.40 0.77 0.35
S 1.25 1.50 -2.23
H -0.79 0.92 1.28
H 4.16 1.66 4.77
H -0.83 -1.38 -4.33
H -3.43 0.30 1.57
C -1.70 -0.94 -3.84
S -5.48 1.14 -0.92
H 2.79 0.96 -4.08
H -1.10 -3.45 -3.85
H 2.33 -0.54 -3.11
H -0.59 -4.87 -2.92
C -2.63 -0.43 1.44
H -4.15 -3.25 -1.34
O -4.89 2.50 -1.36
H 1.40 -1.27 1.84
H -1.68 0.06 1.63
C -2.88 -0.53 -6.25
C -1.38 -4.13 -3.05
C -1.73 2.73 5.53
O 0.05 1.55 -3.15
H 5.13 -2.39 1.21
C 4.95 -2.39 2.28
S -3.18 -1.52 -4.69
H -3.22 0.49 -6.11
C 2.04 3.00 2.16
C 3.17 1.94 4.41
H -3.52 0.31 -2.06
H 3.61 1.57 0.84
C -4.07 -0.03 -1.18
C 0.27 0.74 1.17
H 2.19 3.46 -3.21
C -6.38 0.57 -2.44
O 2.01 0.42 2.63
S 0.41 -0.73 -0.06
C 3.75 0.72 0.18
C -1.71 -2.97 2.29
H 2.47 1.27 4.92
H 2.92 2.97 4.65
H -0.76 -2.75 2.76
H 3.03 3.34 -1.73
H -0.56 0.80 -1.53
H -1.82 -0.50 -6.50
C 2.05 3.16 -2.17
S -0.90 3.21 3.94
S 5.11 -0.24 0.87
H 5.39 -1.44 2.61
H -1.60 0.15 -3.88
H -1.84 1.34 2.62
H 2.94 -0.43 2.06
O -4.35 -2.37 2.27
H -5.60 0.32 -3.17
O 1.80 -0.53 -0.70
O 2.77 -4.03 2.16
H -0.39 0.92 3.69
O -4.28 -0.74 -3.95
H -2.69 2.34 5.18
H 1.42 3.94 -1.76
*
```

---

--- B ---
Below is 10 unconnected molecules or ions with the total composition C20H60O10S10, with properties calculated with ωB97M-V/def2-TZVPD.

Computed properties:
E_LUMO, eV: -0.03
HOMO, eV: -7.99
Orbital gap, eV: 8.0

```
! RIJCOSX wB97M-V def2-TZVPD def2/J DEFGRID3
* xyz 0 1
H -0.38 1.61 -4.04
O 0.69 3.76 0.08
S 0.68 -0.63 1.64
C -1.54 4.58 2.17
H -2.58 -1.56 -3.51
C 2.47 4.09 2.83
H -0.03 -3.46 -0.81
H 0.13 -5.07 5.35
H -1.07 -3.11 5.15
H 2.88 -1.60 -6.59
H 2.42 -6.10 1.37
C 2.42 -5.10 0.93
H 2.49 -0.47 0.09
S -2.33 0.70 -2.87
H 3.20 -4.52 1.43
H 2.79 5.20 -1.79
H -0.34 -3.07 3.57
H 0.44 -2.89 -3.94
H 0.95 -1.17 -0.62
H -2.62 -0.32 1.69
H -1.24 3.63 1.74
H 0.49 -1.65 -2.67
H 2.49 2.77 -2.80
C 1.63 -1.15 0.22
C 2.24 2.66 -1.74
C 2.19 -2.11 -5.92
H -2.52 4.46 2.63
H -1.91 2.13 -4.76
O -2.93 -5.12 4.87
S 1.44 -0.97 -4.77
O 1.46 5.36 4.90
S 2.77 -5.24 -0.82
H 0.37 -5.89 3.80
C -3.22 0.49 2.12
S -1.55 5.91 0.99
O 2.54 -3.89 -1.39
S 2.73 4.75 4.47
C -0.35 -5.69 4.59
H 4.07 6.73 4.75
H -2.17 4.74 -1.01
S -1.83 -4.93 3.91
H -0.27 -5.21 -1.09
C -1.28 -3.24 4.09
H 3.46 3.81 2.45
S -3.47 1.69 0.79
C -2.39 -0.64 -4.06
H 4.98 -4.79 0.04
H 1.43 -4.68 1.05
H 1.96 -2.64 -3.13
H -1.47 -0.68 -4.64
H 1.94 1.62 -1.60
H 3.09 2.92 -1.12
S 0.86 3.73 -1.41
H 1.11 1.64 1.14
C 4.53 -5.48 -0.68
H -2.64 0.96 2.91
C 1.71 5.28 -1.77
H 3.23 6.66 3.17
H -2.73 -3.03 0.51
H 1.95 4.79 2.18
O -3.11 -5.15 -1.41
H 2.08 -2.12 0.40
O -1.41 0.29 -1.76
H -3.85 -0.35 -0.42
H -3.50 4.66 0.27
S -2.21 -4.00 -1.60
C 3.79 6.09 3.92
H -0.81 4.83 2.95
H -4.19 0.15 2.47
O -0.56 -1.48 1.63
H -0.58 1.37 1.55
C -0.71 -4.30 -0.67
H -0.64 -6.66 4.99
C -4.41 0.55 -0.21
H 1.37 5.71 -2.71
C -2.72 5.24 -0.22
H -3.26 -0.49 -4.69
H -4.65 0.98 -1.18
C 0.27 0.97 1.00
H -5.37 0.30 0.25
C 1.06 -2.12 -3.46
H 4.96 -5.29 -1.66
H 1.89 3.17 2.92
H 0.00 0.95 -0.05
O -4.41 2.72 1.30
H 1.44 -2.73 -6.42
H 2.77 -2.82 -5.32
H 4.68 5.66 3.46
H -0.95 -4.45 0.38
C -1.41 1.89 -3.82
H -2.14 -1.81 -0.61
H 4.73 -6.50 -0.37
H -2.04 -2.56 3.71
H -1.36 2.75 -3.16
H 1.39 5.95 -0.97
C -2.78 -2.69 -0.53
O -2.24 7.05 1.64
H -3.19 6.15 -0.60
H -3.82 -2.45 -0.73
O 2.53 -0.06 -4.33
*
```

---

It turns out B is the most stable, with the second structure 18.281 eV higher.